[1]
Molecular formula: C22H30N4OPtS5Se
Method: DFT, ωB97M-V with the def2-TZVPD basis set

```
64
Properties=species:S:1:pos:R:3:forces:R:3
Pt -0.1745 -2.9638 0.6653 -0.651 0.836 -0.753
O 4.7186 -5.4028 4.6093 -1.335 0.668 -2.449
C 4.1018 -4.9585 3.6610 1.642 -1.506 1.922
S 3.9611 -3.2164 3.4414 -0.206 1.467 0.348
C 2.5384 -3.2775 2.5244 -0.620 -2.850 -1.016
C 2.2000 -4.5956 2.0164 0.339 0.809 0.178
S 0.8209 -4.9967 1.1491 0.273 -1.241 0.042
S 3.3145 -5.8466 2.3041 0.408 -0.678 0.855
S 1.4289 -2.0955 2.1363 -0.150 2.636 0.516
C -1.6315 -2.6559 -3.1552 -1.064 -1.039 1.094
N -2.7680 -2.3418 -2.2874 1.066 0.415 -0.142
C -3.6098 -1.2456 -2.6538 -1.901 -0.697 -1.132
C -4.7136 -1.3172 -1.5574 -0.955 -1.255 -1.757
N -4.2147 -2.3832 -0.6648 0.579 1.297 -1.334
C -3.0715 -2.8825 -1.1257 0.394 -0.523 0.250
S -2.0211 -4.0828 -0.3734 -0.513 0.328 0.075
H -0.8255 -2.0290 -2.8266 0.831 0.128 -0.164
H -1.9136 -2.4477 -4.1993 0.181 -0.359 0.461
H -1.4859 -3.7206 -2.8930 0.755 0.519 -0.986
H -3.9513 -1.5358 -3.6939 -0.160 0.904 1.094
H -3.1231 -0.2759 -2.7036 0.373 -0.002 0.109
H -5.7027 -1.6154 -2.0062 0.945 0.233 0.527
H -4.8507 -0.3910 -1.0672 -0.024 0.874 0.747
H -4.7237 -2.6028 0.1402 -0.285 -0.799 1.348
C -3.1463 1.0694 4.2094 -0.659 0.393 0.740
C -2.8256 2.4584 3.6570 0.444 -0.049 -1.865
C -1.8673 2.4500 2.4356 -0.480 -0.798 -0.802
C -0.5978 1.6634 2.6400 -0.349 -1.127 1.263
N 0.2513 1.4791 1.4836 0.572 1.719 -0.643
C 0.1941 0.5887 0.4808 1.347 0.145 0.306
Se -1.2418 -0.6259 0.4352 0.348 -0.299 -0.290
N 1.3293 0.7080 -0.2729 -0.049 0.341 -0.033
C 1.7657 0.0516 -1.5800 -0.467 0.508 1.339
C 1.5266 0.9767 -2.7686 -0.476 0.545 0.298
C 2.1792 0.3963 -4.0067 1.082 1.316 0.918
C 2.3728 1.4197 -5.0982 1.623 0.711 -0.310
C 2.0507 1.8290 0.2438 -1.648 -2.172 -1.315
C 3.1118 2.4494 -0.2879 3.996 2.064 -2.035
C 3.5668 3.6382 0.3315 -0.236 -0.677 1.067
C 2.9566 4.0666 1.5353 -0.645 -0.575 -0.091
C 1.7643 3.4877 1.9710 -0.054 -0.446 -0.246
C 1.3531 2.3345 1.2910 -0.856 0.153 1.167
H -3.7852 1.2741 5.0920 0.334 -0.521 -0.313
H -2.2495 0.5302 4.5642 -0.515 0.118 -0.202
H -3.7668 0.4453 3.5226 0.690 0.435 0.316
H -2.3132 3.1153 4.3748 -0.752 -0.178 0.198
H -3.7490 2.9081 3.2105 0.649 -0.020 1.025
H -1.6823 3.4698 2.1046 0.278 0.109 0.072
H -2.3029 1.9395 1.5761 -0.744 0.168 -0.106
H -0.7867 0.6265 3.0197 -0.097 0.951 -0.081
H -0.0103 2.1814 3.3846 0.474 -0.231 0.256
H 1.2987 -0.9480 -1.5891 0.113 0.433 -0.275
H 2.8588 -0.0698 -1.4941 -0.479 -0.197 0.219
H 1.9457 1.9744 -2.5202 0.139 -0.665 -0.232
H 0.4804 1.2392 -2.9490 -0.240 -0.482 0.139
H 1.6499 -0.4214 -4.3885 -0.970 -1.377 -0.460
H 3.1486 -0.0015 -3.6689 -0.020 0.117 -0.361
H 1.5027 1.6369 -5.7127 0.042 -0.224 -0.058
H 3.2533 1.1267 -5.6829 -0.661 -0.352 -0.598
H 2.7836 2.3779 -4.7463 -0.593 -0.067 0.471
H 3.6911 2.0617 -1.1853 -1.002 0.531 1.259
H 4.4166 4.2777 0.0616 -0.215 -0.916 -0.531
H 3.4622 4.7933 2.1604 -0.365 0.423 -0.348
H 1.1070 3.9028 2.7261 0.522 0.033 0.306
```
Forces are in eV/Å.

The orbital gap (spin up / spin down) comes out at 6.7 / 4.5 eV. The LUMO energy (spin up / spin down) comes out at -5.409 / -9.541 eV. Its charge is +2. Its multiplicity is 5.

=====

[2]
Molecular formula: C36H44KN15OS
Method: DFT, ωB97M-V with the def2-TZVPD basis set

```
98
Properties=species:S:1:pos:R:3:forces:R:3
K -0.2184 0.6133 0.0832 0.387 -0.303 0.282
C -2.5067 1.0884 -2.7211 0.178 -0.183 0.156
C -3.0885 0.1552 -1.6478 0.273 -0.026 -0.148
N -2.0759 -0.7659 -1.1505 -0.592 -0.464 -0.181
C -1.6162 -1.8089 -2.0602 0.153 0.323 0.031
C -0.0802 -1.8893 -2.0809 -0.230 0.167 -0.070
N 0.5229 -0.5647 -2.2306 0.378 -0.271 -0.258
C 0.3106 0.1200 -3.5019 -0.141 0.156 0.222
C -0.1297 1.5756 -3.2703 -0.113 -0.320 0.159
N -1.2152 1.6312 -2.3005 -0.163 0.531 -0.226
H -3.2354 1.8730 -2.9423 -0.027 0.041 -0.033
H -2.3711 0.5288 -3.6505 0.012 0.036 0.002
H -3.9658 -0.3556 -2.0715 -0.086 0.039 0.030
H -3.4296 0.7588 -0.8019 0.000 -0.075 0.025
H -2.3597 -1.1456 -0.2512 -0.041 -0.024 -0.032
H -1.9822 -1.5969 -3.0696 -0.014 -0.031 0.030
H -2.0063 -2.7952 -1.7932 -0.032 -0.050 -0.014
H 0.2269 -2.5927 -2.8659 0.057 -0.068 0.024
H 0.2613 -2.2941 -1.1248 0.032 -0.031 -0.033
H 1.5043 -0.6020 -1.9914 0.068 -0.136 -0.198
H -0.4666 -0.4023 -4.0620 0.028 -0.035 -0.011
H 1.2017 0.1137 -4.1357 0.039 -0.015 -0.044
H -0.3793 2.0318 -4.2379 0.023 0.039 -0.079
H 0.7177 2.1280 -2.8538 -0.043 0.042 -0.011
H -1.3177 2.5623 -1.9155 0.031 -0.040 -0.086
C -5.8253 1.5476 3.9734 0.048 0.045 0.009
C -5.5067 1.4071 2.4889 0.059 -0.140 0.075
N -4.5855 0.3143 2.2146 0.059 0.113 0.070
C -3.2212 0.4819 2.1696 0.189 0.169 0.182
S -2.2699 -0.9778 2.1961 -0.157 0.184 -0.154
N -2.8044 1.7253 2.2131 -0.241 0.195 -0.097
N -1.5631 2.0465 1.7625 -0.180 -0.187 0.442
C -0.9115 2.9235 2.4372 -0.242 0.044 -0.005
C -1.4251 3.4476 3.7480 0.120 0.133 -0.016
C 0.3616 3.4029 1.8384 -0.003 -0.058 -0.073
C 1.3459 4.0438 2.5896 0.045 0.056 0.035
C 2.5285 4.4345 1.9824 -0.021 0.014 0.053
C 2.7109 4.1930 0.6306 -0.052 0.029 0.082
C 1.6774 3.5605 -0.0429 -0.108 -0.051 -0.033
N 0.5408 3.1698 0.5275 0.216 0.337 -0.066
H -6.5346 2.3628 4.1407 0.040 -0.050 0.011
H -4.9124 1.7609 4.5350 -0.051 -0.012 -0.032
H -6.2643 0.6278 4.3680 0.002 0.036 -0.001
H -5.0433 2.3180 2.1243 0.009 0.034 -0.078
H -6.4240 1.2432 1.9204 -0.027 -0.045 -0.017
H -4.8539 -0.6008 2.5329 -0.063 -0.105 -0.047
H -1.9771 2.6586 4.2571 0.000 0.006 0.009
H -2.1294 4.2682 3.5756 0.021 -0.042 0.029
H -0.6315 3.8166 4.3977 -0.031 -0.001 -0.040
H 1.2067 4.2130 3.6469 0.011 0.008 -0.006
H 3.3028 4.9182 2.5662 -0.034 -0.018 -0.012
H 3.6135 4.4927 0.1136 -0.050 -0.030 0.012
H 1.7599 3.3648 -1.1108 0.028 -0.007 0.093
C 3.9568 -7.4251 0.2917 -0.033 0.168 0.035
N 3.6056 -6.4202 -0.7158 0.015 -0.158 0.131
C 3.1581 -5.1621 -0.5763 -0.030 -0.003 -0.004
N 3.0019 -4.5967 -1.7567 0.091 -0.149 -0.080
C 3.3877 -5.5852 -2.6076 -0.025 0.055 -0.044
N 3.7610 -6.7073 -2.0265 -0.079 0.242 0.048
C 2.9845 -7.4412 1.4420 -0.002 0.059 -0.008
C 1.8654 -8.2670 1.4088 -0.041 -0.001 -0.051
C 0.9308 -8.2258 2.4321 -0.031 -0.007 0.018
C 1.0906 -7.3395 3.4875 0.002 -0.007 0.028
C 2.2133 -6.5207 3.5345 -0.075 0.105 -0.025
C 3.1649 -6.5849 2.5191 0.041 -0.022 0.116
C 2.3741 -5.5027 4.5803 0.096 0.098 0.035
N 3.4630 -5.0067 5.0512 0.022 0.089 0.175
N 3.0872 -3.9648 5.9034 0.044 -0.072 -0.196
C 1.8027 -3.9082 5.8643 0.119 0.009 -0.055
O 1.2762 -4.8728 5.0605 -0.287 -0.031 0.030
C 0.9063 -2.8531 6.3670 0.020 -0.025 -0.156
C -0.3269 -3.1398 6.9453 -0.038 -0.062 -0.026
C -1.2098 -2.1085 7.2159 -0.017 -0.035 0.027
C -0.8842 -0.8010 6.8764 -0.014 0.052 0.094
C 0.3496 -0.5063 6.3165 0.039 -0.033 -0.089
C 0.6879 0.8930 5.8522 0.044 -0.155 -0.066
N 1.2201 0.8726 4.4960 -0.001 0.036 0.122
C 0.6537 0.3518 3.3999 0.128 -0.024 0.065
N 1.4995 0.4161 2.3865 0.331 0.123 0.127
C 2.6021 0.9919 2.9482 -0.073 -0.097 -0.048
N 2.4886 1.2799 4.2272 -0.221 -0.111 -0.186
C 1.2530 -1.5368 6.0828 0.035 -0.083 0.046
H 4.9672 -7.2373 0.6545 0.050 0.042 -0.038
H 3.9552 -8.3702 -0.2390 0.017 -0.108 -0.037
H 2.9513 -4.7005 0.3787 0.024 -0.103 -0.072
H 3.3888 -5.4750 -3.6831 -0.003 -0.023 0.131
H 1.7189 -8.9363 0.5669 0.016 0.039 0.062
H 0.0660 -8.8773 2.3997 0.036 0.046 0.007
H 0.3499 -7.2816 4.2754 0.009 -0.001 -0.040
H 4.0379 -5.9429 2.5849 -0.056 -0.022 -0.054
H -0.6006 -4.1661 7.1595 0.010 0.043 -0.024
H -2.1740 -2.3261 7.6584 0.040 0.008 -0.029
H -1.6065 -0.0068 7.0378 0.042 -0.051 -0.032
H 1.4650 1.3417 6.4643 0.054 0.057 0.064
H -0.1973 1.5264 5.8914 -0.023 0.044 -0.017
H -0.3482 -0.0762 3.3605 0.136 0.117 0.008
H 3.5081 1.1988 2.3953 -0.097 -0.007 0.073
H 2.2163 -1.3330 5.6266 -0.073 -0.001 -0.030
```
Forces are in eV/Å.

The orbital gap comes out at 7.2 eV. The LUMO energy comes out at 0.254 eV. As for the relative energy (zero: lowest compared OMol25 entry of this formula, charge and spin): 139.85 kJ/mol.